92
Properties=species:S:1:pos:R:3 method="wB97M-V/def2-TZVPD" s2=8.84 orbital_gap_ev="5.2 / 6.4" mol_weight_g_mol=929.062 homo_energy_ha="-0.19661 / -0.29333" spin_multiplicity=6 total_energy_ha=-4245.22916 e_lumo_ev="-0.1173 / -1.5446" e_above_lowest_ev=0.459
Ru 0.179 1.857 -0.203
O -0.572 1.104 2.013
C 0.236 1.300 3.148
C 1.388 2.222 2.841
C 2.310 2.525 3.835
C 3.361 3.375 3.547
C 3.453 3.910 2.271
C 2.494 3.562 1.341
N 1.479 2.730 1.610
H -0.695 0.136 1.868
H 0.625 0.346 3.516
H -0.364 1.746 3.949
H 2.194 2.088 4.819
H 4.094 3.619 4.304
H 4.247 4.587 1.990
H 2.525 3.961 0.337
C 1.896 -3.074 2.158
C 2.457 -1.905 2.556
C 2.677 -0.847 1.651
C 2.263 -0.987 0.298
C 1.693 -2.136 -0.150
C 1.546 -3.342 0.725
P 2.088 0.508 -0.669
C 3.694 1.305 -0.890
C 4.862 0.792 -0.336
C 6.062 1.470 -0.505
C 6.100 2.649 -1.232
C 4.936 3.156 -1.800
C 3.736 2.489 -1.628
C 1.301 0.309 -2.268
C 1.559 -0.372 -3.451
C 0.707 -0.142 -4.518
C -0.346 0.771 -4.403
C -0.579 1.462 -3.223
C 0.244 1.215 -2.122
H 1.702 -3.880 2.853
H 2.726 -1.770 3.598
H 3.102 0.088 1.996
H 1.301 -2.220 -1.157
H 2.241 -4.112 0.346
H 4.839 -0.137 0.220
H 6.969 1.068 -0.073
H 7.037 3.173 -1.364
H 4.963 4.074 -2.372
H 2.824 2.895 -2.055
H 2.392 -1.059 -3.539
H 0.862 -0.660 -5.455
H -0.987 0.943 -5.258
H -1.393 2.175 -3.158
O -5.234 -2.654 -3.826
C -4.326 -2.939 -2.792
N -3.773 -1.745 -2.184
C -4.589 -0.950 -1.456
O -5.772 -1.217 -1.297
C -3.995 0.281 -0.841
C -4.827 1.169 -0.177
C -4.268 2.263 0.464
C -2.896 2.424 0.437
N -2.091 1.575 -0.206
C -2.632 0.534 -0.839
H -6.022 -2.290 -3.403
H -3.507 -3.511 -3.221
H -4.798 -3.523 -2.001
H -2.865 -1.422 -2.471
H -5.892 0.976 -0.162
H -4.882 2.979 0.991
H -2.407 3.252 0.936
H -1.933 -0.135 -1.312
C -0.622 5.621 2.469
O -0.646 4.813 1.291
C 0.069 5.217 0.236
S 0.912 6.619 0.171
S 0.034 4.060 -1.070
H -1.255 5.103 3.185
H -1.006 6.618 2.260
H 0.399 5.708 2.843
O 0.758 -6.310 1.358
S 0.157 -5.590 0.265
O 0.697 -5.861 -1.042
N 0.233 -3.951 0.573
C -1.013 -3.317 0.703
S -1.217 -1.639 0.847
C -2.045 -4.272 0.549
C -3.440 -4.070 0.596
C -4.280 -5.142 0.408
C -3.788 -6.437 0.164
C -2.422 -6.659 0.111
C -1.580 -5.579 0.305
H -3.824 -3.076 0.784
H -5.351 -4.987 0.449
H -4.476 -7.258 0.019
H -2.020 -7.646 -0.077